Run P
The following is a DFT calculation (ωB97M-V/def2-TZVPD) of C3H6N2O2 in the gas phase.

The geometry in XYZ format:
```
13
C3H6N2O2 | the OMol25 dataset | ωB97M-V/def2-TZVPD
H -0.935 -2.671 0.320
N -1.526 -1.805 0.377
C -0.915 -0.690 0.514
O -1.563 0.535 0.360
C -0.536 1.522 0.420
O 0.434 0.888 1.220
N 0.486 -0.468 0.581
C 1.160 -0.384 -0.793
H -0.137 1.680 -0.555
H -0.834 2.473 0.912
H 1.084 -1.330 -1.324
H 0.914 0.574 -1.282
H 2.368 -0.324 -0.750
```

Output
E_LUMO: 0.83 eV
E_HOMO: -10.11 eV
multiplicity: 1
frontier orbital gap: 10.936 eV
SMILES string: [H]/N=C1/OCON1C

---

Run Q
The following is a DFT calculation (ωB97M-V/def2-TZVPD) of C3H6N2O2 in the gas phase.

The geometry in XYZ format:
```
13
C3H6N2O2 | the OMol25 dataset | ωB97M-V/def2-TZVPD
H -0.075 0.671 -1.377
N -0.831 0.219 -1.886
C -1.474 -0.624 -1.198
O -1.351 -0.945 0.118
C -0.529 -0.092 0.895
C 0.972 -0.346 0.662
N 1.688 0.779 0.365
O 1.464 -1.451 0.765
H -2.279 -1.205 -1.652
H -0.797 0.969 0.742
H -0.754 -0.365 1.927
H 2.690 0.689 0.267
H 1.276 1.700 0.372
```

Output
E_LUMO: 0.64 eV
E_HOMO: -10.20 eV
multiplicity: 1
frontier orbital gap: 10.847 eV
SMILES string: [H]/N=C\OCC(N)=O

---

Stability ranking, top and bottom: run Q is the most stable and run P is the least stable.

---

Run P
The following is a DFT calculation (ωB97M-V/def2-TZVPD) of C3H6N2O2 in the gas phase.

The geometry in XYZ format:
```
13
C3H6N2O2 | the OMol25 dataset | ωB97M-V/def2-TZVPD
N -1.186 -0.073 -1.566
C -1.044 0.842 -0.507
O -1.359 2.006 -0.605
N -0.508 0.299 0.639
C 0.477 -0.772 0.646
C 1.874 -0.203 0.783
O 2.421 -0.169 1.856
H -1.567 0.451 -2.349
H -1.794 -0.859 -1.378
H -0.329 1.044 1.306
H 0.333 -1.382 -0.231
H 0.306 -1.428 1.498
H 2.376 0.243 -0.093
```

Output
E_LUMO: 0.64 eV
E_HOMO: -9.88 eV
multiplicity: 1
frontier orbital gap: 10.523 eV
SMILES string: NC(=O)NCC=O

---

Run Q
The following is a DFT calculation (ωB97M-V/def2-TZVPD) of C3H6N2O2 in the gas phase.

The geometry in XYZ format:
```
13
C3H6N2O2 | the OMol25 dataset | ωB97M-V/def2-TZVPD
C 0.930 -1.060 -1.145
C -0.100 0.836 0.232
C -0.353 -0.538 -0.504
O -1.640 0.204 1.772
O 1.094 1.510 0.115
N -0.898 1.229 1.258
N -0.956 0.656 -0.903
H -2.335 0.660 2.269
H 1.563 1.446 0.958
H -1.001 -1.331 -0.122
H 1.553 -0.252 -1.520
H 0.645 -1.704 -1.980
H 1.498 -1.658 -0.429
```

Output
E_LUMO (alpha / beta): -0.25 / -0.76 eV
E_HOMO (alpha / beta): -9.28 / -8.72 eV
multiplicity: 1
frontier orbital gap (alpha / beta): 9.022 / 7.965 eV

---

Run R
The following is a DFT calculation (ωB97M-V/def2-TZVPD) of C3H6N2O2 in the gas phase.

The geometry in XYZ format:
```
13
C3H6N2O2 | the OMol25 dataset | ωB97M-V/def2-TZVPD
N -0.886 -0.348 -1.230
C -1.503 0.144 -0.110
O -2.558 0.741 -0.160
N -0.573 0.037 0.986
C 0.732 -0.643 0.723
C 1.875 0.267 0.287
O 2.779 -0.034 -0.541
H -0.591 0.568 -1.611
H -0.311 -1.069 -1.108
H -1.011 -0.139 1.953
H 0.611 -1.590 0.177
H 1.207 -1.106 1.662
H 1.906 1.259 0.844
```

Output
E_LUMO: 0.22 eV
E_HOMO: -10.34 eV
multiplicity: 1
frontier orbital gap: 10.555 eV
SMILES string: NC(=O)NCC=O

---

Run S
The following is a DFT calculation (ωB97M-V/def2-TZVPD) of 2 unconnected molecules or ions with the total composition C3H6N2O2.

The geometry in XYZ format:
```
13
C3H6N2O2 | the OMol25 dataset | ωB97M-V/def2-TZVPD
C 0.681 0.230 0.088
C -1.041 -0.630 -0.632
C 1.947 0.612 0.792
N 0.256 -0.880 -0.347
N -1.261 0.706 -0.655
O -0.158 1.217 -0.048
O -1.685 -1.540 -1.330
H -1.897 -0.582 1.255
H 2.492 -0.294 0.977
H 1.629 1.278 1.487
H 2.489 1.258 -0.009
H -2.193 1.029 -0.544
H -1.260 -2.402 -1.034
```

Output
E_LUMO: 0.66 eV
E_HOMO: -6.67 eV
multiplicity: 1
frontier orbital gap: 7.330 eV

---

Stability ranking, top and bottom: run P is the most stable and run S is the least stable.

---

Run P
The following is a DFT calculation (ωB97M-V/def2-TZVPD) of C3H6N2O2 in the gas phase.

The geometry in XYZ format:
```
13
C3H6N2O2 | the OMol25 dataset | ωB97M-V/def2-TZVPD
H 0.896 2.085 -0.156
N 1.667 1.483 -0.014
C 1.347 0.269 -0.129
N 2.273 -0.701 -0.065
O 0.130 -0.359 -0.136
C -1.009 0.400 -0.053
C -2.169 -0.533 -0.023
O -1.009 1.597 0.010
H 1.955 -1.520 0.385
H 3.179 -0.360 0.241
H -2.283 -1.041 0.967
H -1.883 -1.346 -0.721
H -3.093 0.027 -0.306
```

Output
E_LUMO: 0.70 eV
E_HOMO: -9.53 eV
multiplicity: 1
frontier orbital gap: 10.228 eV
SMILES string: [H]/N=C(/N)OC(C)=O

---

Run Q
The following is a DFT calculation (ωB97M-V/def2-TZVPD) of C3H6N2O2 in the gas phase.

The geometry in XYZ format:
```
13
C3H6N2O2 | the OMol25 dataset | ωB97M-V/def2-TZVPD
H 1.903 0.582 -1.911
N 1.273 0.187 -1.216
C 1.628 0.542 -0.051
O 1.003 0.189 1.072
C -0.084 -0.741 0.988
C -1.389 -0.051 0.558
N -1.628 -0.096 -0.781
O -2.140 0.449 1.373
H 2.486 1.169 0.204
H 0.186 -1.565 0.319
H -0.223 -1.101 2.008
H -2.405 0.462 -1.107
H -0.822 -0.218 -1.388
```

Output
E_LUMO: 0.84 eV
E_HOMO: -9.74 eV
multiplicity: 1
frontier orbital gap: 10.582 eV
SMILES string: [H]/N=C/OCC(N)=O

---

Run R
The following is a DFT calculation (ωB97M-V/def2-TZVPD) of a molecular structure, C3H6N2O2.

The geometry in XYZ format:
```
13
C3H6N2O2 | the OMol25 dataset | ωB97M-V/def2-TZVPD
N -0.242 2.164 1.193
C 0.608 1.512 0.400
O 1.746 1.681 -0.025
C -0.107 0.274 -0.108
O 0.496 -0.868 0.331
C 0.314 -2.000 -0.409
N -0.429 -2.028 -1.423
H 0.127 3.060 1.562
H -1.243 1.331 1.013
H -0.302 0.262 -1.180
H -1.418 0.367 0.453
H 0.895 -2.804 0.046
H -0.445 -2.950 -1.851
```

Output
E_LUMO: 0.35 eV
E_HOMO: -9.57 eV
multiplicity: 1
frontier orbital gap: 9.926 eV

---

Run S
The following is a DFT calculation (ωB97M-V/def2-TZVPD) of C3H6N2O2 in the gas phase.

The geometry in XYZ format:
```
13
C3H6N2O2 | the OMol25 dataset | ωB97M-V/def2-TZVPD
H 2.865 1.066 -1.437
N 2.700 0.408 -0.682
C 1.565 0.560 -0.143
O 1.309 -0.366 0.871
C -0.031 -0.754 0.879
C -0.959 0.214 0.136
N -1.970 -0.355 -0.525
O -0.895 1.445 0.191
H 0.644 1.388 -0.070
H -0.141 -1.770 0.465
H -0.403 -0.772 1.910
H -2.587 0.285 -1.000
H -2.096 -1.347 -0.597
```

Output
E_LUMO: 0.57 eV
E_HOMO: -9.29 eV
multiplicity: 1
frontier orbital gap: 9.853 eV
SMILES string: [H]/N=C/OCC(N)=O

---

Stability ranking, top and bottom: run P is the most stable and run R is the least stable.

---

Run P
The following is a DFT calculation (ωB97M-V/def2-TZVPD) of C3H6N2O2 in the gas phase.

The geometry in XYZ format:
```
13
C3H6N2O2 | the OMol25 dataset | ωB97M-V/def2-TZVPD
C 1.079 -1.086 -1.032
C -0.051 -0.210 -0.653
O -1.246 -0.056 -1.354
N -1.277 -0.522 0.021
C -0.453 0.654 0.487
N 0.212 0.517 1.717
O -0.936 1.911 0.295
H 1.695 -1.266 -0.155
H 0.704 -2.029 -1.425
H 1.679 -0.593 -1.795
H 0.135 -0.427 2.073
H -0.160 1.178 2.387
H -1.382 1.931 -0.567
```

Output
E_LUMO: 0.95 eV
E_HOMO: -9.42 eV
multiplicity: 1
frontier orbital gap: 10.372 eV
SMILES string: C[C@@]12ON1[C@]2(N)O

---

Run Q
The following is a DFT calculation (ωB97M-V/def2-TZVPD) of C3H6N2O2 in the gas phase.

The geometry in XYZ format:
```
13
C3H6N2O2 | the OMol25 dataset | ωB97M-V/def2-TZVPD
H -1.766 -2.214 -0.363
N -1.245 -1.360 -0.539
C -1.572 -0.481 0.316
O -1.096 0.764 0.331
C -0.038 1.077 -0.585
C 1.321 0.821 0.068
N 1.479 -0.436 0.570
O 2.166 1.693 0.141
H -2.244 -0.636 1.162
H -0.149 0.483 -1.498
H -0.112 2.141 -0.804
H 2.388 -0.671 0.938
H 0.868 -1.181 0.262
```

Output
E_LUMO: 0.82 eV
E_HOMO: -9.87 eV
multiplicity: 1
frontier orbital gap: 10.686 eV
SMILES string: [H]/N=C/OCC(N)=O

---

Run R
The following is a DFT calculation (ωB97M-V/def2-TZVPD) of C3H6N2O2 in the gas phase.

The geometry in XYZ format:
```
13
C3H6N2O2 | the OMol25 dataset | ωB97M-V/def2-TZVPD
N -0.207 -1.783 1.988
C 0.357 -1.179 0.799
C -0.220 0.226 0.644
O -0.786 0.903 1.452
N 0.262 0.941 -0.531
C 0.075 0.415 -1.789
O 0.548 0.849 -2.805
H -0.593 -1.139 2.661
H -0.722 -2.641 1.858
H 1.442 -1.115 0.715
H -0.010 -1.760 -0.050
H 0.276 1.943 -0.370
H -0.439 -0.632 -1.803
```

Output
E_LUMO: 0.71 eV
E_HOMO: -9.67 eV
multiplicity: 1
frontier orbital gap: 10.374 eV
SMILES string: NCC(=O)NC=O

---

Run S
The following is a DFT calculation (ωB97M-V/def2-TZVPD) of a molecular structure, C3H6N2O2.

The geometry in XYZ format:
```
13
C3H6N2O2 | the OMol25 dataset | ωB97M-V/def2-TZVPD
C 0.600 0.549 0.549
C -1.606 -0.432 0.454
C 1.727 0.044 -0.391
N -0.129 1.444 -0.232
N -1.240 1.142 -0.562
O -0.344 -0.544 0.926
O -2.062 -1.372 -0.445
H 0.798 1.105 1.564
H -2.305 -0.141 1.151
H 2.514 0.645 -0.268
H 1.429 -0.038 -1.394
H 2.111 -0.880 -0.193
H -1.492 -1.523 -1.158
```

Output
E_LUMO: 0.88 eV
E_HOMO: -8.48 eV
multiplicity: 1
frontier orbital gap: 9.358 eV

---

Stability ranking, top and bottom: run Q is the most stable and run P is the least stable.

---

Run P
The following is a DFT calculation (ωB97M-V/def2-TZVPD) of C3H6N2O2 in the gas phase.

The geometry in XYZ format:
```
13
C3H6N2O2 | the OMol25 dataset | ωB97M-V/def2-TZVPD
H -2.248 -0.584 -1.016
N -1.291 -0.806 -1.265
C -0.402 -0.341 -0.482
N 0.994 -0.871 -0.891
O 0.956 -2.213 -1.379
C -0.601 0.684 0.691
C 0.498 1.524 1.262
O 0.142 0.421 1.992
H 1.611 -1.023 -0.184
H 0.350 -1.781 -2.123
H -1.529 0.912 1.014
H 1.437 1.561 0.647
H 0.084 2.519 1.734
```

Output
E_LUMO: 0.88 eV
E_HOMO: -9.22 eV
multiplicity: 1
frontier orbital gap: 10.098 eV
SMILES string: [H]/N=C(/NO)[C@@H]1CO1

---

Run Q
The following is a DFT calculation (ωB97M-V/def2-TZVPD) of C3H6N2O2 in the gas phase.

The geometry in XYZ format:
```
13
C3H6N2O2 | the OMol25 dataset | ωB97M-V/def2-TZVPD
N -2.123 -0.171 -0.215
C -0.811 -0.132 -0.094
O -0.264 0.977 -0.499
C 0.023 -1.151 0.647
O 0.616 -0.348 1.533
C 1.127 1.122 -0.245
N 1.898 0.701 -1.138
H -2.635 0.632 -0.555
H -2.627 -1.001 0.062
H 0.670 -1.690 -0.084
H -0.688 -1.917 1.046
H 1.287 1.754 0.620
H 2.862 0.931 -0.904
```

Output
E_LUMO: 0.50 eV
E_HOMO: -8.04 eV
multiplicity: 1
frontier orbital gap: 8.538 eV

---

Run R
The following is a DFT calculation (ωB97M-V/def2-TZVPD) of C3H6N2O2 in the gas phase.

The geometry in XYZ format:
```
13
C3H6N2O2 | the OMol25 dataset | ωB97M-V/def2-TZVPD
O -0.915 -1.325 -0.806
C -0.117 -0.645 0.110
O 0.181 -1.661 1.003
C 0.949 0.407 -0.385
C 0.286 1.701 -0.081
N -0.779 1.619 0.625
N -1.045 0.349 0.875
H -0.569 -1.040 -1.676
H 0.130 -2.460 0.461
H 1.114 0.051 -1.530
H 1.783 0.165 0.144
H 0.759 2.707 -0.285
H -1.776 0.131 1.545
```

Output
E_LUMO: 0.62 eV
E_HOMO: -8.30 eV
multiplicity: 1
frontier orbital gap: 8.916 eV
SMILES string: OC1(O)CC=NN1

---

Run S
The following is a DFT calculation (ωB97M-V/def2-TZVPD) of C3H6N2O2 in the gas phase.

The geometry in XYZ format:
```
13
C3H6N2O2 | the OMol25 dataset | ωB97M-V/def2-TZVPD
H 0.449 0.756 -1.185
N 1.352 1.139 -0.917
C 1.761 0.771 0.218
O 1.230 -0.083 1.136
C 0.086 -0.837 0.781
C -1.088 0.037 0.321
N -1.549 -0.232 -0.938
O -1.539 0.921 1.018
H 2.704 1.150 0.607
H 0.348 -1.597 0.032
H -0.216 -1.338 1.703
H -2.309 0.329 -1.293
H -1.228 -1.015 -1.484
```

Output
E_LUMO: 0.64 eV
E_HOMO: -10.22 eV
multiplicity: 1
frontier orbital gap: 10.861 eV
SMILES string: [H]/N=C\OCC(N)=O

---

Stability ranking, top and bottom: run S is the most stable and run P is the least stable.

---

Run P
The following is a DFT calculation (ωB97M-V/def2-TZVPD) of 2 unconnected molecules or ions with the total composition C3H6N2O2.

The geometry in XYZ format:
```
13
C3H6N2O2 | the OMol25 dataset | ωB97M-V/def2-TZVPD
C -1.103 -1.719 -0.345
C -1.122 -0.646 0.447
C 0.099 0.174 0.513
N 2.374 0.076 0.236
N -0.136 2.218 -0.075
O 3.297 -0.342 -0.357
O 1.109 -0.230 -0.363
H -1.970 -2.306 -0.302
H -0.231 -1.887 -0.999
H -1.992 -0.481 0.999
H 0.398 0.656 1.448
H -1.107 2.471 -0.271
H 0.384 2.017 -0.928
```

Output
E_LUMO (alpha / beta): -0.43 / -0.43 eV
E_HOMO (alpha / beta): -8.82 / -8.82 eV
multiplicity: 1
frontier orbital gap (alpha / beta): 8.396 / 8.396 eV

---

Run Q
The following is a DFT calculation (ωB97M-V/def2-TZVPD) of C3H6N2O2 in the gas phase.

The geometry in XYZ format:
```
13
C3H6N2O2 | the OMol25 dataset | ωB97M-V/def2-TZVPD
H -2.951 -1.747 0.514
N -3.191 -0.792 0.247
C -2.224 -0.002 0.169
N -0.905 -0.276 0.488
C 0.155 0.527 0.163
O 0.133 1.665 -0.203
O 1.235 -0.325 0.146
C 2.442 0.196 -0.405
H -2.388 1.030 -0.119
H -0.537 -1.245 0.624
H 2.481 -0.026 -1.475
H 3.266 -0.285 0.113
H 2.483 1.279 -0.264
```

Output
E_LUMO: 0.69 eV
E_HOMO: -10.13 eV
multiplicity: 1
frontier orbital gap: 10.818 eV
SMILES string: [H]/N=C\NC(=O)OC

---

Run R
The following is a DFT calculation (ωB97M-V/def2-TZVPD) of C3H6N2O2 in the gas phase.

The geometry in XYZ format:
```
13
C3H6N2O2 | the OMol25 dataset | ωB97M-V/def2-TZVPD
O 0.118 -0.738 2.004
N 0.287 -1.061 0.588
C 1.476 -0.231 0.134
N 1.509 0.221 -1.031
O 0.330 0.559 -1.802
C -0.745 0.845 -0.995
C -0.908 -0.504 -0.049
H 0.147 0.304 2.133
H 2.491 -0.289 0.652
H -0.405 1.674 -0.225
H -1.585 0.970 -1.632
H -1.108 -1.460 -0.568
H -1.606 -0.291 0.792
```

Output
E_LUMO: 0.52 eV
E_HOMO: -9.60 eV
multiplicity: 1
frontier orbital gap: 10.115 eV
SMILES string: ON1C=NOCC1

---

Stability ranking, top and bottom: run Q is the most stable and run P is the least stable.